No. 1
# C2H10NO

2 unconnected molecules or ions with the total composition C2H10NO (wB97M-V/def2-TZVPD, the Open Molecules 2025 dataset).

Geometry as ORCA input:
```
! RIJCOSX wB97M-V def2-TZVPD def2/J DEFGRID3
* xyz 1 1
O -1.81 2.19 0.13
H -2.74 2.42 0.31
H 0.56 0.41 1.44
H -1.72 2.35 -0.81
C 1.47 -0.86 -0.84
C 0.33 -1.15 0.14
N -0.16 0.07 0.81
H 2.14 -1.71 -0.94
H 1.09 -0.68 -1.84
H 2.07 -0.02 -0.50
H -0.51 -1.72 -0.28
H 0.68 -1.96 0.78
H -0.46 0.85 0.20
H -0.94 -0.20 1.39
*
```

Calculated total energy ... -211.94278 hartree
HOMO level ... -16.456 eV
Maximum force ... 0.0456 hartree/bohr
Frontier orbital gap ... 12.980 eV
E_LUMO ... -3.48 eV
Energy relative to the best compared isomer or geometry (same formula, charge and spin) ... 0.425 eV

=====

No. 2
# C5H7N

C5H7N in the gas phase (wB97M-V/def2-TZVPD, the Open Molecules 2025 dataset).

Geometry as ORCA input:
```
! RIJCOSX wB97M-V def2-TZVPD def2/J DEFGRID3
* xyz 0 1
C 0.11 -1.77 -0.04
C 1.17 1.17 0.90
C 1.17 0.20 0.00
C -0.07 -0.45 -0.67
C -1.56 0.15 -0.35
N 0.34 -2.77 0.47
H 0.43 1.83 1.16
H 2.05 1.49 1.41
H 2.05 -0.40 -0.01
H -0.11 -0.59 -1.71
H -1.62 1.20 -0.81
H -1.73 0.41 0.71
H -2.23 -0.48 -1.04
*
```

Calculated total energy ... -249.39870 hartree
SMILES ... C=C[C@H](C)C#N
HOMO level ... -10.363 eV
Maximum force ... 0.0688 hartree/bohr
Frontier orbital gap ... 11.195 eV
E_LUMO ... 0.83 eV
Energy relative to the best compared isomer or geometry (same formula, charge and spin) ... 2.028 eV

=====

No. 3
# C3H3ClO2S

C3H3ClO2S in the gas phase (wB97M-V/def2-TZVPD, the Open Molecules 2025 dataset).

Geometry as ORCA input:
```
! RIJCOSX wB97M-V def2-TZVPD def2/J DEFGRID3
* xyz 0 3
C -0.01 0.08 -0.46
C 0.97 -0.99 -0.57
C 1.00 0.04 0.55
O -2.85 2.07 0.74
O -1.27 0.42 -0.60
S -2.80 1.15 -0.42
Cl 0.60 -0.70 2.07
H 0.73 -1.94 -0.32
H 1.69 -0.89 -1.49
H 1.94 0.77 0.49
*
```

Calculated total energy ... -1124.76284 hartree
HOMO level (alpha / beta) ... -7.257 / -10.137 eV
Maximum force ... 0.0870 hartree/bohr
Frontier orbital gap (alpha / beta) ... 7.500 / 8.365 eV
E_LUMO (alpha / beta) ... 0.24 / -1.77 eV
Energy relative to the best compared isomer or geometry (same formula, charge and spin) ... 2.090 eV

=====

No. 4
# C4H11N3O2

2 unconnected molecules or ions with the total composition C4H11N3O2 (wB97M-V/def2-TZVPD, the Open Molecules 2025 dataset).

Geometry as ORCA input:
```
! RIJCOSX wB97M-V def2-TZVPD def2/J DEFGRID3
* xyz 0 1
C 0.87 -3.13 -1.95
C 0.28 -1.99 -1.18
O -0.78 -1.77 -0.68
O 1.32 -1.16 -0.97
H 0.09 -3.79 -2.17
H 1.35 -3.78 -1.15
H 1.52 -2.80 -2.71
C 1.30 2.17 0.81
C -1.02 1.25 0.76
N -1.89 0.21 0.60
N 0.25 1.24 0.48
N -1.65 2.34 1.42
H -1.94 -0.20 -0.48
H -2.45 -0.29 1.31
H 1.29 -0.21 -0.53
H -0.92 2.62 2.09
H -2.54 2.22 1.87
H 1.04 3.13 0.96
H 2.08 2.14 -0.13
H 1.80 1.80 1.62
*
```

Calculated total energy ... -473.69484 hartree
SMILES ... CN=C(N)N.CC(=O)O
HOMO level ... -8.495 eV
Maximum force ... 0.1132 hartree/bohr
Frontier orbital gap ... 9.328 eV
E_LUMO ... 0.83 eV
Energy relative to the best compared isomer or geometry (same formula, charge and spin) ... 2.937 eV

=====

Q: What is the formula in the fourth record?
A: C4H11N3O2

=====

Q: Look up the energy relative to the best compared isomer or geometry (same formula, charge and spin) of the first one.
A: 0.425 eV

=====

What did the fourth record say?
# C4H11N3O2

2 unconnected molecules or ions with the total composition C4H11N3O2 (wB97M-V/def2-TZVPD, the Open Molecules 2025 dataset).

Geometry as ORCA input:
```
! RIJCOSX wB97M-V def2-TZVPD def2/J DEFGRID3
* xyz 0 1
C 0.87 -3.13 -1.95
C 0.28 -1.99 -1.18
O -0.78 -1.77 -0.68
O 1.32 -1.16 -0.97
H 0.09 -3.79 -2.17
H 1.35 -3.78 -1.15
H 1.52 -2.80 -2.71
C 1.30 2.17 0.81
C -1.02 1.25 0.76
N -1.89 0.21 0.60
N 0.25 1.24 0.48
N -1.65 2.34 1.42
H -1.94 -0.20 -0.48
H -2.45 -0.29 1.31
H 1.29 -0.21 -0.53
H -0.92 2.62 2.09
H -2.54 2.22 1.87
H 1.04 3.13 0.96
H 2.08 2.14 -0.13
H 1.80 1.80 1.62
*
```

Calculated total energy ... -473.69484 hartree
SMILES ... CN=C(N)N.CC(=O)O
HOMO level ... -8.495 eV
Maximum force ... 0.1132 hartree/bohr
Frontier orbital gap ... 9.328 eV
E_LUMO ... 0.83 eV
Energy relative to the best compared isomer or geometry (same formula, charge and spin) ... 2.937 eV

=====

Q: Among the records above, which one has the lowest calculated total energy?
A: C3H3ClO2S